Formula: C5H12O2
Source: OMol25
Level of theory: wB97M-V/def2-TZVPD

Summary:
structure (SMILES): CC/C=C\O.CO
LUMO: 0.6 eV
Kohn-Sham gap: 9.53 eV
energy relative to the best compared isomer or geometry (same formula, charge and spin): 161.5 kJ/mol

ORCA input file:
```
! RIJCOSX wB97M-V def2-TZVPD def2/J DEFGRID3
* xyz 0 1
C 2.14 0.06 0.93
C 0.88 0.76 1.44
C 0.04 1.37 0.35
C -1.23 1.07 0.09
O -1.89 0.06 0.76
H 1.88 -0.85 0.37
H 2.73 0.71 0.27
H 2.79 -0.22 1.78
H 0.28 0.07 2.03
H 1.18 1.58 2.12
H 0.49 2.14 -0.27
H -1.80 1.57 -0.68
H -2.80 0.00 0.43
C -0.82 -1.36 -1.95
O -0.23 -1.80 -0.76
H -1.81 -1.81 -2.12
H -0.92 -0.27 -1.99
H -0.17 -1.66 -2.78
H -0.73 -1.41 -0.03
*
```

Atomic partial charges in e from the natural (NBO) method, atoms 1 to 4:
1. C -0.605
2. C -0.440
3. C -0.256
4. C 0.099

---

Formula: C5H12O2
Source: OMol25
Level of theory: wB97M-V/def2-TZVPD

Summary:
structure (SMILES): CCC=O.CCO
LUMO: 0.8 eV
Kohn-Sham gap: 10.78 eV
energy relative to the best compared isomer or geometry (same formula, charge and spin): 127.3 kJ/mol

ORCA input file:
```
! RIJCOSX wB97M-V def2-TZVPD def2/J DEFGRID3
* xyz 0 1
C 0.46 -2.80 1.37
C 0.65 -1.54 0.51
C -0.06 -0.40 1.19
O 0.49 0.54 1.72
H 0.88 -2.64 2.37
H -0.61 -3.04 1.48
H 0.95 -3.66 0.91
H 1.71 -1.29 0.40
H 0.21 -1.69 -0.48
H -1.17 -0.48 1.21
C -0.85 2.47 -0.65
C -0.17 1.24 -1.25
O 0.08 1.36 -2.64
H -0.13 3.30 -0.55
H -1.67 2.79 -1.30
H -1.24 2.25 0.35
H 0.75 1.02 -0.70
H -0.83 0.37 -1.15
H 0.54 2.20 -2.77
*
```

Atomic partial charges in e from the natural (NBO) method, atoms 1 to 4:
1. C -0.602
2. C -0.516
3. C 0.449
4. O -0.531

---

Formula: C5H12O2
Source: OMol25
Level of theory: wB97M-V/def2-TZVPD

Summary:
structure (SMILES): CC[C@@H](O)[C@@H](C)O
LUMO: 0.7 eV
Kohn-Sham gap: 10.79 eV
energy relative to the best compared isomer or geometry (same formula, charge and spin): 109.4 kJ/mol

ORCA input file:
```
! RIJCOSX wB97M-V def2-TZVPD def2/J DEFGRID3
* xyz 0 1
C -2.57 -0.44 -0.07
C -1.17 -0.72 0.50
C -0.18 0.23 -0.19
O -0.68 1.55 -0.04
C 1.34 0.18 0.22
C 2.27 -0.41 -0.84
O 1.84 1.50 0.40
H -2.85 0.60 0.12
H -2.57 -0.57 -1.16
H -3.35 -1.09 0.35
H -1.17 -0.54 1.58
H -0.90 -1.78 0.36
H -0.24 0.04 -1.27
H -0.67 1.74 0.90
H 1.46 -0.40 1.15
H 2.09 0.07 -1.81
H 3.30 -0.17 -0.55
H 2.19 -1.50 -0.97
H 1.86 1.72 1.33
*
```

Atomic partial charges in e from the natural (NBO) method, atoms 1 to 4:
1. C -0.608
2. C -0.420
3. C 0.075
4. O -0.695

---

Number 1: molar mass 104.1 u, F_max 0.4 eV/Å, HOMO energy -8.9 eV. Number 2: molar mass 104.1 u, F_max 0.5 eV/Å, HOMO energy -10.0 eV. Number 3: molar mass 104.1 u, F_max 0.4 eV/Å, HOMO energy -10.1 eV.